Entry 1:
Formula: C3H2F6I2NO4PbS2Se3Te
Source: the OMol25 dataset
Level of theory: the ωB97M-V functional and the def2-TZVPD basis

Output
Calculated total energy (eV): -275584.160
Total charge: -1
Orbital gap (eV): 6.25
ΔE to the lowest compared entry with this formula, charge and spin (kJ/mol): 1.7

Atoms and positions in Å:
F: 2.2155 -3.1017 -0.2814
H: -4.6249 2.5328 -1.2344
C: 2.2392 -2.9073 1.0321
S: 1.6624 1.0790 0.2928
I: -2.9762 2.8839 0.8249
Se: -3.9112 -2.0854 -1.8946
F: 1.0544 1.7325 2.7678
F: 1.6213 3.3939 1.5018
H: -3.8182 4.1243 -1.3801
C: -3.6897 3.0725 -1.1629
F: 3.1359 2.0422 2.2558
Se: 0.0165 -1.0795 -2.8675
O: 1.3267 -1.3650 2.9361
F: 3.5053 -2.7858 1.4294
Se: -0.5411 -3.3534 -2.9302
C: 1.8863 2.1162 1.7985
O: -0.0623 -1.7007 0.9419
I: -2.3785 2.2587 -2.6244
O: 0.2530 1.2347 0.0171
S: 1.2465 -1.4316 1.5078
Te: -2.8625 -3.2552 -3.8488
N: 2.0977 -0.3514 0.7538
O: 2.6105 1.6002 -0.6389
F: 1.7120 -3.9798 1.6307
Pb: -1.7185 -0.6743 -0.8274

=====

Entry 2:
Formula: C16H36AuNO7P2SSe
Source: the OMol25 dataset
Level of theory: the ωB97M-V functional and the def2-TZVPD basis

Output
Calculated total energy (eV): -131438.278
Total charge: +2
Orbital gap (alpha / beta) (eV): 6.00 / 5.92
ΔE to the lowest compared entry with this formula, charge and spin (kJ/mol): 38.1

Atoms and positions in Å:
H: -4.8964 -1.7629 -4.0093
C: -0.1626 -0.8911 -4.3084
H: 1.1911 2.8157 -2.0288
H: -3.3426 1.3439 0.4000
H: 3.4096 3.0257 -2.9862
C: -0.5683 -0.4749 3.9404
H: -4.3102 -1.6916 0.4944
C: 0.7155 0.3146 4.0737
H: -0.4955 -1.3932 4.5126
C: 4.7471 -1.3666 0.5577
C: 1.9776 2.1521 -1.6845
O: -1.3893 -1.0927 0.1597
H: -2.4349 3.0945 2.0682
O: -3.0109 -2.3719 -2.0455
H: -5.5650 -2.9875 -2.8748
H: -0.5860 2.4697 -0.2810
H: -1.8721 1.2342 3.7906
H: 0.6836 1.2301 3.4781
P: -0.5291 -0.3659 1.1718
H: 5.1610 -0.3585 0.5183
H: 4.2209 -3.8576 -0.5955
C: 3.4524 -3.1039 -0.7621
H: 5.5627 -2.0578 0.7696
P: 1.6386 -0.4919 -0.9450
H: -5.9308 -1.4939 -0.2382
H: 0.8389 0.6022 5.1172
H: 2.9477 3.5901 -0.4460
H: 1.6914 2.6861 0.3988
H: 2.7152 -3.2023 0.0399
H: -2.7005 -0.2975 4.1617
C: 3.0415 2.0276 -2.7470
H: 2.6303 1.5889 -3.6574
H: -0.7579 3.6535 1.9006
H: 1.7454 0.3228 1.2852
C: 1.2292 -0.5049 0.7971
C: -1.6537 3.3599 1.3527
C: -1.8026 0.2935 4.3404
O: 3.1463 -0.6621 -1.1337
H: 4.8385 -1.6796 -1.5581
H: 3.8806 1.4238 -2.4056
H: 4.0322 -1.4317 1.3826
H: 2.9721 -3.3120 -1.7179
N: -1.1381 -1.3552 -3.7478
Au: -1.1013 -1.7961 -1.8199
O: -0.7814 1.1499 1.2914
H: -5.0558 -3.0574 -0.4070
H: -6.2567 -1.3233 -2.9353
C: -4.9552 -1.9743 -0.3350
O: 1.2234 0.8670 -1.5392
S: -4.1936 -1.3707 -1.8207
H: 1.5855 -0.2831 3.7950
C: 4.1113 -1.7450 -0.7559
H: 1.6000 -1.4407 1.2252
H: -2.3565 0.9393 -1.0270
H: 3.2699 1.9263 0.0328
O: -0.7550 -0.9975 2.5537
H: -1.9979 4.2157 0.7713
Se: 1.0810 -0.1978 -5.2595
C: -2.5963 1.7188 -0.3062
H: -1.7516 0.5209 5.4050
C: -5.3545 -1.9297 -3.0352
H: -3.0294 2.5613 -0.8456
C: -1.3694 2.2033 0.4294
C: 2.4955 2.6049 -0.3383
O: 0.8650 -1.6133 -1.6172

=====

Entry 3:
Formula: C15H14ClN3S
Source: the OMol25 dataset
Level of theory: the ωB97M-V functional and the def2-TZVPD basis

Output
Calculated total energy (eV): -43610.011
SMILES: CN(C)c1ccnc(SCc2ccccc2Cl)c1C#N
Orbital gap (eV): 9.07
ΔE to the lowest compared entry with this formula, charge and spin (kJ/mol): 111.8

Atoms and positions in Å:
N: -0.4448 0.5391 -4.1199
C: 0.0951 0.3403 -0.4721
C: 1.1545 -2.0907 5.1051
N: -1.8795 -2.0879 -1.7947
C: 1.3881 1.9910 -1.3153
H: 1.8953 -2.8209 5.3932
Cl: -1.9461 0.9251 3.9019
H: 1.5604 0.2861 1.8968
C: 1.2969 -1.3956 3.9187
H: -1.5034 -1.2348 -4.5595
H: -2.1298 0.2581 -5.2902
H: -2.3742 -0.0514 -3.5710
N: 0.9669 1.3064 -0.2594
H: -1.7470 -0.7221 6.1661
H: -0.0578 -2.3886 6.8469
S: -0.4427 -0.5758 0.9203
C: 0.3604 -0.4477 3.5211
C: -0.4140 0.0025 -1.7441
H: 0.0036 0.4789 -6.1378
C: 0.2358 1.0907 -5.2674
C: 0.0108 0.7590 -2.8635
C: 0.9589 1.7712 -2.6013
H: 2.1475 -1.5853 3.2809
C: -0.8880 -0.9164 5.5430
C: -1.6729 -0.1666 -4.3959
C: 0.0610 -1.8497 5.9194
H: -0.0744 2.1214 -5.4724
H: 0.1483 1.3008 2.2835
C: 0.5256 0.2808 2.2327
H: 1.3284 2.3994 -3.3929
H: 2.1050 2.7710 -1.0955
C: -0.7371 -0.2271 4.3510
C: -1.2456 -1.1289 -1.8080
H: 1.3152 1.0676 -5.1194

=====

Entry 4:
Formula: H39O19
Source: the OMol25 dataset
Level of theory: the ωB97M-V functional and the def2-TZVPD basis

Output
Calculated total energy (eV): -39528.252
Total charge: +1
Orbital gap (eV): 10.57
ΔE to the lowest compared entry with this formula, charge and spin (kJ/mol): 267.0

Atoms and positions in Å:
H: -3.4542 2.4054 0.2795
O: -2.6447 2.9242 0.5285
H: -2.2997 3.5125 -0.2173
H: 1.5985 -2.7669 1.3833
H: 3.5924 -0.3570 1.0197
H: -0.2855 3.2065 3.9393
H: 0.6515 1.0593 4.9150
H: -1.7572 2.3707 0.9152
H: -0.7298 4.9729 -0.9446
O: -3.7119 -1.1781 -2.8962
H: -4.5506 -1.3136 0.7304
H: 0.2461 2.4750 1.5531
H: 3.1508 0.0265 2.4676
H: -3.1754 1.8493 -2.7379
O: -3.6882 -0.9913 0.4633
O: -0.1797 1.5863 4.9748
H: -3.3658 -1.1146 -2.0118
O: -3.3604 1.9625 -1.8014
O: 1.7410 -1.8080 1.5875
H: 0.2454 -1.4036 -2.2512
O: 0.4976 0.6253 -3.8356
H: -1.3942 -1.5943 1.2093
O: -0.9907 3.5100 3.3314
H: -0.3045 -1.6254 2.0388
H: -3.2822 -1.9754 -3.2098
H: 0.4534 -4.3787 1.6987
O: -0.2163 -2.2959 -2.1568
H: 3.4310 -3.3412 -1.1395
O: 1.5574 1.4938 -1.6872
H: 2.5048 1.2628 -1.7225
O: 3.6178 -2.4618 -1.4697
O: 4.4129 0.1771 0.9040
H: -3.0898 -1.0172 1.2067
H: 0.5134 -0.3775 0.7918
H: -0.8443 -2.1988 -1.4346
H: -0.2658 3.4836 -1.2063
H: 1.2456 1.1951 -2.5870
H: -0.2443 0.0618 -3.6541
O: 1.4111 -4.4622 1.5806
H: 2.2237 -1.7354 2.4973
H: 0.1336 -2.4873 -3.7011
H: 3.1187 0.1205 4.0165
H: 1.7255 -4.9831 0.8476
O: -0.4682 1.8191 1.3484
O: 0.3891 -1.6957 -4.3282
H: 0.6673 0.9244 -4.7236
O: -1.0118 4.0704 -1.0844
H: -0.7741 1.0000 4.4895
H: 1.2207 -1.6482 -4.8105
O: 2.5545 -0.0174 3.2383
O: -0.9560 -2.2795 1.7476
H: 5.0563 -0.3896 0.4328
H: -1.7075 2.9452 3.6188
H: 3.6056 -2.5786 -2.4301
H: -4.3078 1.9458 -1.6741
O: 0.3175 0.1041 -0.0318
H: 0.0810 1.5139 0.5401
H: 1.0964 -0.1277 -0.5476

=====

Entry 5:
Formula: C9H12NO2
Source: the OMol25 dataset
Level of theory: the ωB97M-V functional and the def2-TZVPD basis

Output
Calculated total energy (eV): -15102.552
Total charge: +1
Orbital gap (eV): 9.84
ΔE to the lowest compared entry with this formula, charge and spin (kJ/mol): 339.0

Atoms and positions in Å:
C: 2.2901 -0.0170 0.2929
H: 1.3301 -1.5680 -0.8110
H: 2.2596 -0.3124 -1.7112
H: -0.5914 1.0427 1.7464
H: -0.9290 -2.6089 -0.0974
O: -2.6847 1.7693 0.1126
C: 1.2260 0.9418 0.7801
C: -1.3042 -1.6032 -0.0676
H: -0.1998 2.2520 -0.4950
C: 0.6906 1.5628 -0.5477
H: -0.1581 0.2134 -2.0937
O: -3.3978 -0.4696 0.1342
H: 1.5100 1.7448 1.4247
H: -3.2267 -2.4885 -0.0832
C: 1.5712 -0.5622 -0.9424
C: 0.0235 0.2368 1.2962
C: -0.6682 -0.2795 0.0293
H: 2.2730 -0.8000 1.1060
H: 1.3853 1.9188 -1.1711
C: -2.6232 -1.6664 0.0213
H: 3.2890 0.3921 0.0173
H: 0.3461 -0.4637 1.9888
N: 0.2267 0.1683 -1.0445
C: -2.6381 0.5967 0.1150

=====

Entry 6:
Formula: C6H13N3
Source: the OMol25 dataset
Level of theory: the ωB97M-V functional and the def2-TZVPD basis

Output
Calculated total energy (eV): -10896.100
Orbital gap (eV): 9.35
ΔE to the lowest compared entry with this formula, charge and spin (kJ/mol): 705.5

Atoms and positions in Å:
N: -0.4338 -0.6503 -0.1893
H: -0.4003 2.6142 0.0012
H: -3.4442 -1.5943 -0.3186
H: -2.1102 -2.3504 -0.2278
C: 0.0819 0.5523 0.0265
N: 2.2698 -0.2605 0.6486
H: 3.7817 -0.0848 -0.8611
H: 2.2557 -1.4379 -1.3065
C: 1.5069 0.8652 0.2644
N: -1.9260 -0.4023 -0.4004
H: 1.6440 1.5416 1.1580
H: -1.8834 0.7734 1.5128
C: 2.9712 -0.8833 -0.5207
H: -2.8382 -1.4618 1.2550
H: 1.8291 -0.8978 1.4487
C: -2.6115 -1.4517 0.2240
C: -2.1105 0.9518 0.1089
H: -3.2630 1.4689 -0.3386
H: 2.0340 1.5195 -0.6183
C: -0.7495 1.5509 -0.3548
H: 3.9253 -1.6260 -0.0458
H: -0.5290 1.2633 -1.4660

=====

Entry 7:
Formula: C5H2ClN
Source: the OMol25 dataset
Level of theory: the ωB97M-V functional and the def2-TZVPD basis

Output
Calculated total energy (eV): -19225.637
SMILES: ClC1=C=C=CC=N1
Orbital gap (eV): 9.26
ΔE to the lowest compared entry with this formula, charge and spin (kJ/mol): 139.5

Atoms and positions in Å:
C: 0.9785 1.2117 -0.1076
C: -0.2634 1.4713 0.0120
C: 1.5615 -0.0278 -0.0610
C: -1.3254 0.6196 0.0344
N: 0.5103 -1.0129 0.0027
H: -1.4279 -1.6339 -0.0278
Cl: 3.1354 -0.5625 0.0353
H: -2.4302 0.6252 0.1368
C: -0.7387 -0.6907 -0.0248

=====

Entry 8:
Formula: C17H15N3O7S
Source: the OMol25 dataset
Level of theory: the ωB97M-V functional and the def2-TZVPD basis

Output
Calculated total energy (eV): -47491.650
SMILES: NS(=O)(=O)c1ccc(NC(=O)COC(=O)/C=C/c2ccc([N+](=O)[O-])cc2)cc1
Orbital gap (eV): 8.05

Atoms and positions in Å:
O: -4.5583 2.8675 -1.2564
C: 1.4460 -1.5763 1.1688
C: 2.1512 -1.5466 -0.0814
C: -0.5078 -2.3041 -0.0281
O: -2.4897 -3.8377 -0.1424
C: -2.3430 1.3521 0.8657
H: 2.1950 2.8719 -0.3803
H: -0.4579 -1.7131 2.2489
O: 3.8454 1.1838 1.5360
C: 1.2275 2.1148 1.1205
N: -4.1568 1.8709 -0.7860
O: -2.6116 -1.8146 1.4286
H: 0.0951 3.9305 -0.6822
O: -4.7155 0.7082 -0.4954
C: -2.7855 1.8419 -0.1338
C: -0.6268 3.1885 -0.5152
C: 1.3980 -1.9989 -0.9677
H: -0.7076 0.5879 2.1980
H: -0.3351 -2.4390 -1.8276
C: -0.2299 2.1965 0.8948
H: 5.8216 0.6154 -1.3857
H: 1.4676 1.4441 1.7946
C: 5.1010 0.4218 -0.5241
C: 3.5383 1.7375 0.6923
H: 1.8995 -1.7431 -1.9788
O: 4.1160 -1.1482 -2.2711
N: -2.8192 -1.4597 -0.9449
C: 2.1601 2.4301 0.4509
C: 0.1874 -1.9315 1.2925
H: -2.3400 3.5584 -1.4600
H: -3.3309 -1.9498 -1.5627
C: 4.2669 -0.6373 -0.9792
H: 5.7414 0.1403 0.3450
C: -1.1544 1.2383 1.4436
S: -2.1374 -2.4420 0.2055
O: 4.3855 1.6747 -0.6248
C: 0.0765 -2.2317 -1.0340
N: 3.5211 -1.3111 -0.0575
C: -1.8537 2.9926 -0.6991
H: -3.0482 0.5872 1.2878
H: 1.9343 -1.2902 2.0729
H: -3.7135 -0.8937 -0.6814
H: 3.7897 -0.7668 0.9847

=====

Which value of calculated total energy does entry 3 give? -43610.011 eV